72
Properties=species:S:1:pos:R:3:mulliken_charge:R:1 method="wB97M-V/def2-TZVPD" mol_weight_da=553.41 e_above_lowest_kcal_mol=5.7 total_energy_ha=-3751.655816 e_lumo_ev=-8.40 charge=+3 multiplicity=1 homo_lumo_gap_ha=0.2883
Ga 0.896 0.025 -0.276 -2.23
C 1.688 0.594 4.641 -1.08
N 1.633 -0.627 3.827 -0.01
C 1.920 -1.889 4.532 -0.78
C 1.629 -2.958 3.488 -0.63
N 1.306 -2.169 2.292 0.23
C 0.856 -2.915 1.145 -0.75
C 1.260 -0.841 2.560 0.87
N 0.910 0.089 1.651 0.21
C 1.098 1.526 1.962 -0.75
C 0.448 2.370 0.887 -1.22
N 0.923 1.920 -0.443 0.25
C 0.995 2.736 -1.508 1.03
N 0.740 4.046 -1.552 -0.03
C 0.131 4.946 -0.568 -1.15
C 1.091 4.615 -2.867 -0.71
C 1.437 3.391 -3.712 -0.61
N 1.377 2.296 -2.732 0.20
C 1.587 0.934 -3.158 -0.93
H 2.167 0.321 5.578 0.39
H 0.693 0.969 4.874 0.40
H 2.294 1.369 4.186 0.41
H 1.281 -1.974 5.409 0.44
H 2.958 -1.892 4.859 0.41
H 0.782 -3.590 3.759 0.35
H 2.486 -3.602 3.294 0.39
H 1.609 -3.654 0.868 0.30
H 0.677 -2.298 0.269 0.03
H -0.070 -3.454 1.364 0.38
H 2.164 1.765 2.008 0.36
H 0.640 1.804 2.905 0.69
H 0.703 3.403 1.087 0.68
H -0.639 2.262 0.949 0.18
H -0.669 4.459 -0.021 0.51
H -0.310 5.771 -1.122 0.37
H 0.869 5.360 0.118 0.36
H 1.928 5.303 -2.761 0.38
H 0.241 5.166 -3.262 0.45
H 2.432 3.457 -4.149 0.33
H 0.718 3.218 -4.513 0.39
H 1.490 0.896 -4.242 0.44
H 0.817 0.253 -2.780 0.44
H 2.572 0.550 -2.906 0.00
C 3.618 -1.918 -1.689 -1.01
S 3.101 -0.834 -0.343 0.41
C 4.169 0.608 -0.578 -0.99
H 4.687 -2.075 -1.553 0.46
H 3.415 -1.476 -2.662 0.33
H 3.098 -2.867 -1.580 0.36
H 4.350 0.780 -1.635 0.39
H 5.108 0.394 -0.072 0.53
H 3.694 1.474 -0.124 0.24
N -8.532 -4.694 0.336 -0.37
C -7.595 -4.082 0.079 -0.14
C -6.408 -3.325 -0.230 0.48
C -5.177 -3.974 -0.298 -0.76
C -4.031 -3.249 -0.578 -0.27
C -4.137 -1.883 -0.775 0.63
C -5.351 -1.223 -0.726 -0.59
C -6.496 -1.953 -0.455 -0.81
N -2.935 -1.117 -1.041 0.17
C -2.802 -0.115 -1.979 -0.76
C -1.529 0.330 -1.894 -0.15
N -0.876 -0.399 -0.903 0.00
C -1.774 -1.261 -0.414 -0.04
H -5.126 -5.044 -0.150 0.47
H -3.081 -3.757 -0.685 0.53
H -5.414 -0.153 -0.880 0.49
H -7.457 -1.461 -0.409 0.48
H -3.609 0.171 -2.633 0.55
H -1.046 1.102 -2.467 0.44
H -1.621 -1.950 0.396 0.91